Computed, not measured: 4 unconnected molecules or ions with the total composition C3H17N2O3 in a non-equilibrium geometry, with ωB97M-V/def2-TZVPD.

Geometry (Å):
O 2.4738 -2.3361 2.5461
H -2.9103 -0.1582 -0.0744
H 2.0150 0.0111 -1.0504
H 1.8794 1.6824 -0.6279
H 3.4248 -2.2063 2.5962
O -1.1131 -0.3615 -4.0657
H -1.7137 -0.4691 1.1859
H -1.4234 -0.5675 -1.7571
H -1.2571 -0.2454 -5.0091
H -2.3962 2.1377 0.0140
O 0.9496 -0.0413 2.8960
H 1.2338 0.4869 0.4937
N -1.7994 1.5218 0.5657
C 1.3495 0.7288 -0.5618
H -0.8617 1.8248 0.2182
H 1.4964 0.3686 3.5715
H 2.2344 -3.0611 3.1279
C -0.8330 -0.3085 -0.8874
H 0.0674 1.0540 -2.1348
H -0.1965 -0.6240 -3.9456
N 0.0209 0.8384 -1.1560
H -0.2589 -1.1014 -0.4156
C -1.8998 0.0602 0.2567
H 1.4453 -0.8478 2.6428
H -1.9273 1.6138 1.5710

Atomic forces in eV per Å
-0.169 0.210 -0.304
-0.026 0.013 0.031
-0.253 -0.308 0.068
-0.219 0.059 0.059
0.050 -0.209 0.123
-0.093 0.171 0.383
0.127 0.019 -0.004
0.355 -0.408 -0.177
0.131 -0.048 -0.050
-0.547 -0.284 0.330
-0.056 -0.094 -0.382
0.181 -0.084 0.042
0.261 -0.126 0.040
0.519 0.419 -0.004
0.292 -0.367 0.098
-0.035 0.042 0.065
0.187 -0.106 0.107
-0.816 0.924 1.363
-0.143 0.040 -0.325
0.040 -0.127 -0.347
-0.019 -0.138 0.343
0.033 -0.457 -0.672
0.305 -0.009 -0.950
-0.118 0.194 0.278
0.012 0.675 -0.114

Properties
- Highest occupied orbital energy: -13.17 eV
- Orbital gap: 10.40 eV
- Relative energy (zero: lowest compared OMol25 entry of this formula, charge and spin): 152.4 kJ/mol
- Spin multiplicity: 1
- Total charge: +1